[1]
Here is a structure of composition C16H7Br2Cl3GeInN2O5 from the Open Molecules 2025 dataset. Energies are from ωB97M-V/def2-TZVPD.

```
37
Properties=species:S:1:pos:R:3:forces:R:3:mulliken_spin:R:1
In 0.320266 -0.714020 0.370105 -0.127 -0.176 0.042 0.03
O 3.010139 -1.566581 3.393386 0.013 0.002 -0.027 0.00
C 2.169770 -1.150155 2.631564 -0.023 -0.002 0.054 0.00
O 1.748987 -1.722505 1.542474 -0.003 0.028 -0.015 0.00
C 1.481990 0.176377 2.968621 0.006 0.001 -0.003 0.00
C 1.737544 0.944307 4.091534 0.003 0.007 0.009 0.00
C 0.992002 2.102080 4.273853 0.003 -0.002 0.000 0.00
C 0.002364 2.462701 3.362667 -0.003 -0.003 -0.012 0.00
C -0.197578 1.639904 2.272439 0.041 0.029 -0.034 0.02
N 0.549827 0.556191 2.109328 0.005 0.029 -0.025 0.00
C -1.282864 1.830320 1.230305 -0.092 -0.081 0.095 0.00
O -1.999808 2.792742 1.249799 0.037 0.037 -0.036 0.01
O -1.382548 0.808028 0.383048 -0.013 0.022 -0.003 0.00
H 2.496959 0.622517 4.789012 0.000 0.000 0.000 0.00
H 1.172100 2.724850 5.140156 -0.002 -0.002 0.002 0.00
H -0.610237 3.343561 3.487021 -0.001 0.000 0.001 0.00
Br 2.746608 1.559773 -3.518865 -0.005 -0.006 0.002 0.00
C 1.746985 -0.033019 -3.535440 0.001 0.009 -0.004 0.00
C 1.626323 -0.748188 -4.738717 0.002 -0.010 -0.005 0.00
C 0.913826 -1.909478 -4.797553 0.003 0.006 -0.001 0.00
Br 0.789426 -2.835890 -6.441844 -0.003 -0.001 -0.003 0.00
C 0.277847 -2.416712 -3.639516 -0.011 0.012 0.004 0.00
C -0.481075 -3.604589 -3.588690 0.008 -0.011 -0.008 0.00
C -1.051258 -4.010391 -2.414733 -0.003 0.004 0.012 0.00
C -0.875522 -3.230868 -1.266094 0.006 0.007 -0.023 0.01
N -0.178643 -2.113458 -1.284719 -0.002 0.043 -0.005 -0.01
C 0.407461 -1.683117 -2.441636 -0.003 -0.012 0.022 0.02
C 1.157648 -0.461974 -2.362975 -0.006 0.006 -0.012 -0.01
O 1.257687 0.183765 -1.229819 0.057 0.018 0.033 0.01
H 2.112785 -0.363591 -5.623950 -0.002 0.003 0.001 0.00
H -0.602469 -4.188623 -4.490725 -0.002 0.004 -0.002 0.00
H -1.637308 -4.915425 -2.355467 0.000 -0.001 0.003 0.00
H -1.315732 -3.518818 -0.322070 -0.009 0.001 0.012 0.00
Cl -1.867250 -1.861933 1.659792 0.066 0.072 -0.046 0.05
Ge -3.203827 -0.455449 0.438606 0.020 -0.035 -0.061 0.60
Cl -4.509239 -1.993696 -0.498709 0.010 -0.008 0.000 0.19
Cl -4.358576 0.490273 1.983537 0.030 0.009 0.033 0.09
```
Forces are in eV/Å.

Computed properties:
ΔE to the lowest compared entry with this formula, charge and spin ... 0.00 kcal per mole
Spin multiplicity ... 2
⟨S²⟩ ... 0.75
Energy ... -9895.53194 hartree
LUMO level (alpha / beta) ... -0.0376 / -0.0864 Eh
Charge ... 0


[2]
Here is a structure of composition C16H8Br2MnN2O5 in a non-equilibrium geometry from the Open Molecules 2025 dataset. Energies are from ωB97M-V/def2-TZVPD.

```
34
Properties=species:S:1:pos:R:3:forces:R:3:mulliken_spin:R:1
Mn -9.900948 1.414120 9.644958 -0.231 -1.727 -0.167 4.84
O -10.737851 1.235447 7.756857 0.740 -0.212 0.077 0.02
C -10.515256 0.166153 7.144235 -0.534 0.984 0.494 -0.02
C -9.660195 -0.911218 7.488662 0.855 0.066 0.280 0.03
C -9.944734 -2.097736 6.837828 -0.822 -0.948 -1.384 0.00
C -9.281196 -3.255920 7.159589 -0.597 1.032 0.252 0.00
C -8.227920 -3.244922 8.048863 1.318 -0.991 0.921 0.00
C -7.795976 -2.087562 8.607420 -0.129 1.146 0.117 0.01
C -8.565625 -0.873205 8.450562 -0.331 -0.323 0.083 -0.02
O -8.320712 0.158133 9.165339 -0.145 0.324 -0.222 0.04
N -9.772498 -4.503092 6.781227 -1.385 -4.692 -1.411 0.00
O -9.218580 -5.550693 7.261465 -1.278 2.700 -1.142 0.00
O -10.752233 -4.603134 5.990947 2.083 0.726 1.644 0.00
H -11.113149 0.057364 6.247736 -0.142 -0.374 -0.427 0.00
H -10.723756 -2.168309 6.047112 0.466 0.185 0.839 0.00
H -7.805421 -4.243423 8.294461 -0.044 1.074 -0.191 0.00
H -6.915605 -2.026538 9.237742 -0.231 -0.126 0.103 0.00
Br -11.989835 -2.921400 11.914012 -0.045 -0.424 -0.566 0.00
C -11.729155 -1.189110 12.521256 0.386 1.273 -0.462 0.03
C -12.052288 -0.939670 13.853401 -0.054 0.915 0.479 -0.01
C -11.819066 0.300582 14.416329 -0.197 -0.499 -0.393 0.01
Br -12.540865 0.535901 16.120533 -0.029 0.425 0.790 0.00
C -11.221412 1.371651 13.690859 -0.447 -0.613 0.530 -0.01
C -10.924301 2.645161 14.198809 0.458 1.524 0.319 0.03
C -10.377650 3.633624 13.347507 -0.877 -0.719 1.601 0.00
C -10.074283 3.270945 12.062053 0.285 -1.324 -1.253 0.02
N -10.287864 2.032474 11.571881 -0.528 1.259 0.601 0.01
C -10.948969 1.109006 12.334149 0.675 0.011 -0.546 -0.04
C -11.257504 -0.147691 11.674742 -0.160 -0.969 -0.124 -0.03
O -11.070412 -0.267596 10.395973 0.428 0.714 0.577 0.08
H -12.576048 -1.690769 14.457469 0.430 0.234 -0.379 0.00
H -11.102117 2.891914 15.281320 0.050 -0.399 -1.305 0.00
H -10.210416 4.661676 13.666351 0.024 -0.399 0.101 0.00
H -9.602669 3.949611 11.361205 0.006 0.148 0.167 -0.01
```
Forces are in eV/Å.

Computed properties:
ΔE to the lowest compared entry with this formula, charge and spin ... 0.00 kcal per mole
Spin multiplicity ... 6
⟨S²⟩ ... 8.76
Energy ... -7399.22443 hartree
LUMO level (alpha / beta) ... -0.0340 / -0.0400 Eh
Charge ... 0


[3]
Here is a structure of composition C16H8Cl3IrN6O2S2 in a non-equilibrium geometry from the Open Molecules 2025 dataset. Energies are from ωB97M-V/def2-TZVPD.

```
38
Properties=species:S:1:pos:R:3:forces:R:3:lowdin_charge:R:1
Ir 0.093962 -0.237694 -0.001796 -0.409 1.112 1.901 0.84
S 0.676872 1.632029 1.175105 0.326 -0.119 -0.212 0.64
C 1.874817 2.425138 0.200791 -0.189 -0.069 -0.168 -0.67
C 2.647248 3.476590 0.691411 0.024 0.018 -0.095 -0.05
C 3.583781 4.084697 -0.128355 -0.037 0.030 0.156 -0.18
C 4.370911 5.163581 0.402884 0.033 0.011 -0.101 -0.17
N 4.989513 6.032790 0.827928 0.001 -0.003 0.048 0.18
C 3.758427 3.652249 -1.452368 0.007 -0.059 -0.115 -0.18
C 2.973484 2.618764 -1.943652 -0.006 0.066 0.035 -0.05
C 2.036422 2.006837 -1.121915 -0.231 0.045 -0.001 -0.64
S 1.052346 0.686105 -1.765327 0.334 -0.439 -0.168 0.54
C 4.740705 4.258843 -2.304400 0.023 0.046 0.070 -0.18
N 5.530957 4.738864 -2.986086 -0.005 -0.008 -0.039 0.17
H 2.530788 3.819045 1.710446 -0.024 -0.018 0.015 0.12
H 3.104222 2.289204 -2.965816 -0.030 -0.013 -0.005 0.12
N -0.451454 -2.684297 3.265311 0.039 -0.060 -0.063 0.15
C 0.888955 -2.990580 3.152542 -0.032 -0.013 0.034 -0.03
C 1.395898 -2.146409 2.216323 0.205 0.212 0.103 -0.09
N 0.396158 -1.324153 1.774726 -0.211 -0.624 -0.295 -0.08
C -0.705274 -1.693835 2.400714 -0.107 0.166 0.044 -0.26
C -1.904598 -1.031175 1.949758 0.191 -0.011 0.189 -0.26
N -1.707001 -0.132878 1.005469 -0.327 -0.472 -0.418 -0.10
C -2.942594 0.272021 0.571263 0.037 0.280 0.159 -0.06
C -3.889427 -0.361098 1.310500 -0.009 -0.008 0.014 -0.04
N -3.212845 -1.181156 2.192960 0.016 -0.029 -0.118 0.15
H -1.120322 -3.185402 3.823365 -0.001 0.022 0.019 0.17
H 1.347246 -3.763874 3.740524 0.011 0.001 0.002 0.12
H 2.404979 -2.057479 1.857245 -0.008 -0.020 -0.054 0.12
H -3.054212 1.012461 -0.199757 0.001 -0.049 -0.060 0.13
H -4.961717 -0.301690 1.295897 -0.009 0.007 0.011 0.12
H -3.635175 -1.859458 2.802569 -0.001 0.034 0.038 0.17
Cl 1.890417 -2.740153 -1.278809 0.222 -0.134 -0.278 0.58
C 0.334123 -3.172942 -2.042556 -0.143 -0.011 0.185 -1.50
Cl 0.565619 -4.588034 -3.043926 -0.051 -0.114 0.045 0.63
Cl -0.309899 -1.856746 -3.034432 0.135 -0.028 -0.415 0.58
C -0.665557 -3.381907 -0.859902 -0.073 0.059 0.272 -0.81
O -1.073133 -4.497627 -0.617390 -0.016 0.066 -0.019 0.03
O -0.935937 -2.301333 -0.224596 0.315 0.128 -0.711 -0.21
```
Forces are in eV/Å.

Computed properties:
ΔE to the lowest compared entry with this formula, charge and spin ... 20.18 kcal per mole
Energy ... -3374.87164 hartree
LUMO level (alpha / beta) ... -0.0373 / -0.0374 Eh
Charge ... 0


[4]
Here is a structure of composition C16H8Cl5N2OSc in a non-equilibrium geometry from the Open Molecules 2025 dataset. Energies are from ωB97M-V/def2-TZVPD.

```
33
Properties=species:S:1:pos:R:3:forces:R:3:lowdin_charge:R:1
Sc -1.022936 0.272286 -1.124032 -0.073 1.056 -0.868 1.12
Cl -2.613776 -6.232088 0.954324 -0.005 -0.034 -0.019 0.78
C -2.321419 -4.563263 0.802160 0.023 0.156 0.026 -0.69
C -2.144071 -4.001457 -0.465552 -0.040 -0.111 -0.033 -0.69
Cl -2.209705 -4.957880 -1.876797 -0.004 0.020 -0.051 0.77
C -1.919901 -2.638313 -0.551852 -0.009 0.088 0.499 -0.52
Cl -1.741382 -1.864971 -2.131129 -0.241 -0.621 -0.500 0.82
C -1.837966 -1.801518 0.561827 -0.218 -0.955 0.283 -0.40
O -1.590529 -0.488626 0.403282 -0.361 -0.330 0.647 -0.19
C -2.012694 -2.375719 1.819971 0.055 0.162 -0.124 -0.61
Cl -1.904850 -1.361482 3.188634 -0.001 0.054 0.054 0.79
C -2.262068 -3.745553 1.939972 -0.003 -0.039 -0.069 -0.68
Cl -2.492107 -4.423151 3.483707 0.017 0.020 -0.027 0.78
C -0.998993 4.500305 0.162551 0.015 0.024 0.003 0.01
C 0.334200 4.664404 0.501228 -0.079 -0.077 -0.057 0.03
C 1.227576 3.626045 0.269708 0.067 0.003 0.012 0.04
C 0.777684 2.446596 -0.294237 -0.038 0.180 0.011 -0.17
N -0.529745 2.297471 -0.635077 0.342 0.386 0.186 -0.02
C -1.387827 3.303090 -0.402610 -0.035 0.057 -0.035 -0.06
C 1.668214 1.280824 -0.545657 0.101 -0.060 -0.020 -0.17
C 3.018187 1.277293 -0.244851 -0.005 0.048 -0.016 0.04
C 3.772938 0.136754 -0.487806 -0.059 -0.040 -0.030 0.03
C 3.162660 -0.984573 -1.027390 -0.020 0.023 -0.008 0.01
C 1.813551 -0.922273 -1.306827 0.087 -0.046 -0.056 -0.07
N 1.079872 0.180115 -1.080484 0.567 0.087 0.195 -0.02
H -1.725792 5.281449 0.332359 -0.013 -0.012 -0.019 0.14
H 0.677520 5.589972 0.943203 0.020 -0.006 0.006 0.14
H 2.265301 3.754240 0.538477 -0.012 -0.030 -0.012 0.13
H -2.421546 3.141961 -0.685070 -0.018 -0.022 0.007 0.13
H 3.496585 2.148195 0.176815 -0.027 -0.002 -0.003 0.13
H 4.829470 0.124886 -0.255567 -0.001 0.023 0.009 0.14
H 3.714739 -1.891009 -1.229021 0.001 0.003 -0.006 0.14
H 1.298813 -1.774010 -1.734259 -0.032 -0.005 0.015 0.12
```
Forces are in eV/Å.

Computed properties:
Energy ... -3860.50526 hartree
LUMO level ... -0.2825 Eh
Charge ... +2